{"formula": "C48H50BrKN11O", "method": "ωB97M-V with the def2-TZVPD basis set", "species": ["K", "C", "C", "C", "C", "C", "C", "C", "N", "N", "C", "C", "C", "C", "C", "C", "N", "C", "C", "C", "C", "C", "C", "N", "H", "H", "H", "H", "H", "H", "H", "H", "H", "H", "H", "H", "H", "H", "H", "H", "H", "H", "H", "H", "C", "O", "C", "C", "C", "C", "C", "C", "C", "N", "C", "C", "N", "C", "C", "C", "C", "N", "C", "C", "N", "C", "C", "C", "C", "H", "H", "H", "H", "H", "H", "H", "H", "H", "H", "H", "H", "H", "H", "Br", "C", "C", "C", "N", "C", "C", "H", "H", "H", "H", "C", "C", "C", "C", "N", "N", "H", "H", "H", "H", "H", "H", "H", "H", "H", "H", "H", "H"], "positions_angstrom": [[1.59003, -1.46214, 0.24392], [2.40666, -2.62576, -2.45444], [3.52520, -1.61108, -2.70397], [3.56876, -0.38263, -1.81323], [4.77575, 0.15963, -1.38505], [4.76329, 1.34417, -0.66554], [3.54632, 1.95249, -0.39184], [2.38934, 1.32836, -0.83250], [2.39590, 0.18931, -1.52912], [2.52096, -3.43479, -1.22113], [1.53724, -4.52595, -1.23655], [0.06059, -4.17238, -1.09629], [-0.86128, -5.17716, -1.38726], [-2.20101, -4.93892, -1.15987], [-2.58655, -3.70154, -0.65854], [-1.60610, -2.75985, -0.42372], [-0.30151, -2.98775, -0.62056], [3.85965, -3.99594, -1.02865], [4.81600, -3.11667, -0.24247], [6.16072, -3.04646, -0.58229], [7.02286, -2.32360, 0.22598], [6.51378, -1.68877, 1.34745], [5.15810, -1.80698, 1.60860], [4.31897, -2.50105, 0.83539], [2.38007, -3.30061, -3.32376], [1.45259, -2.08731, -2.42048], [3.36944, -1.25161, -3.72555], [4.50439, -2.09239, -2.70921], [5.70620, -0.34504, -1.61117], [5.69207, 1.79003, -0.33099], [3.49155, 2.88596, 0.15342], [1.41333, 1.75962, -0.63958], [1.76887, -5.18490, -0.39637], [1.64974, -5.13879, -2.14502], [-0.52229, -6.12570, -1.78516], [-2.93759, -5.70279, -1.37409], [-3.62512, -3.46445, -0.47303], [-1.86270, -1.76940, -0.06548], [4.31981, -4.29567, -1.98052], [3.74984, -4.91225, -0.44581], [6.52277, -3.55798, -1.46615], [8.07668, -2.25969, -0.01419], [7.14886, -1.11939, 2.01320], [4.70975, -1.34627, 2.48547], [-9.90240, 7.71611, -3.35091], [-9.35696, 6.75951, -4.24778], [-8.33171, 5.99662, -3.80403], [-7.78457, 6.08120, -2.52834], [-6.73200, 5.23854, -2.18755], [-6.21976, 4.31796, -3.08834], [-6.78038, 4.24981, -4.36623], [-7.82091, 5.07655, -4.72113], [-5.11135, 3.41466, -2.74414], [-4.54254, 2.55670, -3.55945], [-3.57036, 1.94393, -2.80371], [-3.55427, 2.42757, -1.52981], [-4.54749, 3.38260, -1.49690], [-2.64409, 1.97517, -0.52329], [-2.61926, 2.45032, 0.79321], [-1.69621, 1.94778, 1.67421], [-0.80260, 0.98081, 1.20545], [-0.80001, 0.51391, -0.03095], [-1.71352, 0.98499, -0.90150], [-1.72002, 0.44090, -2.27329], [-0.83106, -0.52671, -2.57024], [-0.85164, -1.02906, -3.78579], [-1.73789, -0.61605, -4.79169], [-2.64267, 0.36867, -4.49896], [-2.64740, 0.91728, -3.21009], [-10.69634, 8.21921, -3.89272], [-9.14858, 8.44646, -3.05014], [-10.31775, 7.23118, -2.46528], [-8.15905, 6.78686, -1.80281], [-6.31994, 5.33213, -1.18902], [-6.38176, 3.53504, -5.07420], [-8.26241, 5.03190, -5.70794], [-4.83334, 3.93720, -0.71134], [-3.32358, 3.20898, 1.11450], [-1.64846, 2.28741, 2.70012], [-0.04411, 0.58101, 1.87592], [-0.13064, -1.81463, -3.99754], [-1.69778, -1.07508, -5.77028], [-3.35648, 0.73159, -5.22752], [-0.02523, -2.92705, 7.27403], [0.16630, -2.90833, 5.40790], [1.26088, -3.51617, 4.82004], [1.36444, -3.45654, 3.43831], [0.46396, -2.86023, 2.65436], [-0.58479, -2.28822, 3.24888], [-0.78130, -2.27648, 4.62089], [2.01797, -4.01052, 5.41227], [2.22125, -3.89781, 2.93970], [-1.31151, -1.81643, 2.59446], [-1.64921, -1.80130, 5.05569], [2.07919, 1.52625, 5.09692], [3.13759, 0.46437, 4.79088], [4.49668, 1.11720, 4.57687], [3.21339, -0.52755, 5.94401], [2.80156, -0.33667, 3.59142], [2.64304, 0.38621, 2.37837], [2.32841, 2.06892, 6.01042], [1.09838, 1.06360, 5.24161], [1.99749, 2.27542, 4.30488], [4.79808, 1.66461, 5.47118], [4.47646, 1.83217, 3.75105], [5.25682, 0.36113, 4.36731], [3.46271, -0.01500, 6.87466], [3.97291, -1.28717, 5.74911], [2.25443, -1.03024, 6.09392], [1.94181, -0.84915, 3.75401], [3.55978, 0.53291, 1.97082], [2.23794, 1.30716, 2.53175]], "gap_ev": 7.62, "charge": 1, "total_energy_ha": -5710.55061, "e_homo_ha": -0.3478, "e_above_lowest_ev": 0.732, "max_force_ha_per_bohr": 0.0236}


{"formula": "C48H50F3GeIrNOP2", "method": "ωB97M-V with the def2-TZVPD basis set", "species": ["Ir", "C", "N", "C", "P", "C", "C", "C", "C", "C", "C", "C", "C", "C", "C", "C", "C", "C", "C", "C", "C", "C", "C", "P", "C", "C", "C", "C", "C", "C", "C", "C", "C", "C", "C", "C", "H", "H", "H", "H", "H", "H", "H", "H", "H", "H", "H", "H", "H", "H", "H", "H", "H", "H", "H", "H", "H", "H", "H", "H", "H", "H", "H", "H", "H", "F", "C", "F", "F", "C", "O", "H", "H", "H", "C", "C", "C", "C", "C", "C", "C", "C", "C", "C", "H", "H", "H", "H", "H", "H", "H", "C", "Ge", "C", "C", "C", "H", "H", "H", "H", "H", "H", "H", "H", "H", "H", "H"], "positions_angstrom": [[-0.35104, -0.41282, -1.49776], [0.13220, 0.51676, 2.21398], [1.46069, 0.97006, 2.57527], [2.60581, 0.62071, 1.75203], [2.58755, -1.14581, 1.10996], [4.39006, -1.16722, 0.69433], [5.23215, -2.20481, 1.09335], [6.57200, -2.21898, 0.73044], [7.10109, -1.19488, -0.04207], [6.26787, -0.17019, -0.46922], [4.92673, -0.16333, -0.11544], [2.61758, -2.07727, 2.69091], [2.80324, -1.53437, 3.96120], [2.73564, -2.34189, 5.09051], [2.48787, -3.70076, 4.96581], [2.30823, -4.25640, 3.70516], [2.36197, -3.44788, 2.57969], [1.66376, 1.54746, 3.80441], [2.77808, 2.35846, 4.04235], [2.96184, 2.97524, 5.29669], [1.99342, 2.75888, 6.34705], [0.90824, 1.95500, 6.14649], [0.69830, 1.32375, 4.88704], [-0.55303, 0.78691, 0.49345], [-0.39577, 2.53556, 0.10642], [0.58926, 3.36368, 0.55718], [0.75246, 4.66898, 0.05163], [-0.14157, 5.15507, -0.93700], [-1.14847, 4.38516, -1.40746], [-1.36330, 2.96127, -0.97589], [-2.29672, 0.72493, 1.08789], [-2.90366, 1.82148, 1.70066], [-4.18934, 1.71945, 2.21295], [-4.87561, 0.51247, 2.13570], [-4.27381, -0.58550, 1.53850], [-2.99264, -0.47774, 1.00719], [-0.56443, 1.06612, 2.83407], [-0.01988, -0.55645, 2.38108], [3.50658, 0.74350, 2.34039], [2.68156, 1.26459, 0.87101], [4.84445, -3.01189, 1.70339], [7.20326, -3.03751, 1.05459], [8.15019, -1.19478, -0.30881], [6.66159, 0.62766, -1.08652], [4.28798, 0.62100, -0.50714], [3.00832, -0.47913, 4.08807], [2.87534, -1.90220, 6.07025], [2.42331, -4.32429, 5.84944], [2.09945, -5.31402, 3.60107], [2.17802, -3.86611, 1.59513], [3.48738, 2.54298, 3.24920], [3.81734, 3.61481, 5.45981], [2.12506, 3.24272, 7.30812], [0.20712, 1.77836, 6.95179], [-0.13248, 0.64994, 4.75766], [1.25556, 3.01642, 1.34004], [1.54812, 5.30080, 0.42238], [-0.01717, 6.16457, -1.31091], [-1.83290, 4.76426, -2.15875], [-2.37275, 2.90764, -0.55677], [-2.36680, 2.76296, 1.77432], [-4.65446, 2.58034, 2.67767], [-5.87416, 0.43014, 2.54805], [-4.80186, -1.52945, 1.47963], [-2.51852, -1.31719, 0.51684], [2.41125, -1.13686, -2.18539], [1.60748, -0.04548, -2.24426], [1.73421, 0.36967, -3.54798], [2.31717, 0.93726, -1.54538], [-1.10578, -3.14454, -0.11632], [-0.45697, -1.92343, 0.02537], [-1.25206, -3.61779, 0.86859], [-0.53839, -3.85510, -0.73222], [-2.10241, -3.06759, -0.58312], [-5.16297, 1.13812, -4.01125], [-5.06126, 1.31087, -2.61385], [-3.85399, 1.58618, -2.03805], [-2.67251, 1.71312, -2.81615], [-1.39481, 2.07363, -2.25072], [-0.32642, 2.21307, -3.10159], [-0.42400, 1.94958, -4.48128], [-1.62085, 1.61235, -5.02964], [-2.77458, 1.49781, -4.21339], [-4.04135, 1.21509, -4.78288], [-6.12290, 0.92298, -4.46414], [-5.94089, 1.21247, -1.98971], [-3.80481, 1.68192, -0.96071], [0.61053, 2.56734, -2.68808], [0.45713, 2.03790, -5.10157], [-1.71502, 1.43815, -6.09565], [-4.10295, 1.05832, -5.85434], [-1.65825, -4.53137, -3.10429], [-2.07492, -2.68918, -3.66708], [-2.33561, -2.76278, -5.62155], [-3.82836, -2.25501, -2.89998], [-0.62917, -1.44484, -3.32670], [-2.07424, -5.25295, -3.81320], [-2.07455, -4.73767, -2.12062], [-0.57707, -4.67716, -3.05482], [-3.15262, -3.43280, -5.90103], [-1.41958, -3.09908, -6.11228], [-2.56490, -1.75909, -5.99039], [-4.50372, -3.10701, -3.01140], [-4.26709, -1.39139, -3.40416], [-3.73915, -2.01503, -1.83713], [-0.69660, -0.67472, -4.10350], [0.27668, -2.02212, -3.55655]], "multiplicity": 5, "gap_ev": [4.69, 4.73], "s2": 6.0751, "charge": -1, "total_energy_ha": -5152.46445, "e_homo_ha": [-0.0791, -0.1645], "e_above_lowest_ev": 0.461, "max_force_ha_per_bohr": 0.0285}


{"formula": "C48H50F3N8O16P", "method": "ωB97M-V with the def2-TZVPD basis set", "species": ["C", "C", "C", "N", "P", "O", "C", "C", "O", "C", "F", "F", "F", "H", "H", "H", "H", "H", "H", "H", "H", "H", "H", "H", "H", "H", "H", "H", "O", "N", "O", "C", "C", "C", "C", "C", "C", "H", "H", "H", "H", "H", "O", "N", "O", "C", "C", "C", "C", "C", "C", "H", "H", "H", "H", "H", "O", "N", "O", "C", "C", "C", "C", "C", "C", "H", "H", "H", "H", "H", "O", "N", "O", "C", "C", "C", "C", "C", "C", "H", "H", "H", "H", "H", "O", "N", "O", "C", "C", "C", "C", "C", "C", "H", "H", "H", "H", "H", "O", "N", "O", "C", "C", "C", "C", "C", "C", "H", "H", "H", "H", "H", "O", "N", "O", "C", "C", "C", "C", "C", "C", "H", "H", "H", "H", "H"], "positions_angstrom": [[2.69713, -3.02607, 1.51497], [1.76671, -2.10938, 0.70543], [1.76170, -0.65560, 1.20362], [0.41620, -0.06115, 1.24283], [-0.26072, 0.36119, -0.35064], [-0.83013, 0.90762, -1.90553], [-1.93434, -0.36357, 0.01178], [-1.92317, -1.76870, 0.54729], [-1.75032, -2.66162, -0.53375], [-3.28174, -2.08834, 1.18608], [-3.62852, -1.21370, 2.11340], [-4.25024, -2.15663, 0.31337], [-3.17883, -3.26304, 1.79167], [2.38708, -4.05036, 1.35476], [3.69229, -2.86559, 1.13856], [2.64407, -2.80824, 2.57628], [0.76816, -2.53327, 0.70558], [2.05829, -2.07556, -0.34317], [2.16329, -0.66227, 2.21575], [2.43164, -0.01585, 0.61203], [0.40900, 0.75189, 1.84284], [-0.08520, 1.73022, -0.03538], [0.79260, -0.27639, -1.03652], [-0.80016, 0.10838, -2.45294], [-2.52974, -0.36560, -0.89275], [-2.44474, 0.29600, 0.70754], [-1.19258, -1.94301, 1.32823], [-1.53592, -3.52750, -0.16120], [-1.04392, 1.25181, -5.92228], [-1.74157, 0.35468, -5.49507], [-1.31960, -0.71353, -5.08103], [-3.19376, 0.56385, -5.46141], [-3.72754, 1.74440, -5.94622], [-5.10266, 1.92085, -5.91659], [-5.92229, 0.92399, -5.40194], [-5.36787, -0.25181, -4.91434], [-3.99747, -0.43774, -4.94368], [-3.09349, 2.52086, -6.34238], [-5.53538, 2.83728, -6.29430], [-6.98499, 1.06188, -5.38855], [-6.00842, -1.02576, -4.51280], [-3.56753, -1.35325, -4.56406], [-8.96598, 2.61596, -2.74459], [-8.54776, 1.47531, -2.77211], [-8.24657, 0.87734, -3.79171], [-8.39352, 0.77381, -1.48970], [-8.76353, 1.42144, -0.32439], [-8.63955, 0.75593, 0.88365], [-8.14586, -0.54115, 0.91563], [-7.76827, -1.17472, -0.26027], [-7.89200, -0.51624, -1.47382], [-9.14756, 2.43061, -0.34852], [-8.93095, 1.24834, 1.80140], [-8.05514, -1.06083, 1.86082], [-7.37991, -2.18357, -0.23081], [-7.60013, -1.01025, -2.38870], [-5.12083, 3.68947, -9.85948], [-4.51826, 4.27295, -8.97969], [-3.70907, 3.75384, -8.23129], [-4.78844, 5.70710, -8.80009], [-5.72833, 6.32319, -9.60674], [-5.99578, 7.66947, -9.41959], [-5.32234, 8.38248, -8.43674], [-4.37519, 7.75183, -7.64142], [-4.10423, 6.40511, -7.82103], [-6.25228, 5.76870, -10.37133], [-6.73231, 8.16283, -10.03897], [-5.53722, 9.43303, -8.28944], [-3.84970, 8.30937, -6.87827], [-3.36908, 5.91416, -7.20014], [5.30447, -3.84323, 2.39931], [6.18375, -3.00390, 2.45394], [6.11630, -1.97750, 3.10727], [7.40519, -3.23850, 1.67132], [7.49714, -4.37559, 0.88857], [8.64161, -4.58240, 0.13535], [9.67760, -3.65823, 0.17472], [9.57526, -2.52603, 0.97134], [8.43187, -2.31195, 1.72560], [6.69177, -5.09473, 0.85758], [8.72474, -5.46428, -0.48534], [10.56914, -3.81924, -0.41779], [10.39003, -1.81111, 0.99856], [8.34995, -1.42978, 2.34370], [-4.46590, 6.02764, 5.40822], [-3.93034, 5.70873, 4.36253], [-3.37739, 6.48206, 3.60326], [-3.95650, 4.28650, 3.98895], [-4.60704, 3.38460, 4.81112], [-4.64817, 2.04904, 4.44492], [-4.03936, 1.62600, 3.26967], [-3.38257, 2.54549, 2.46033], [-3.33953, 3.88348, 2.81860], [-5.08094, 3.70993, 5.72562], [-5.15865, 1.33461, 5.07667], [-4.08266, 0.57821, 2.99134], [-2.90597, 2.22301, 1.54580], [-2.83093, 4.59612, 2.18579], [12.33260, -1.29414, 0.94846], [13.05221, -1.62632, 1.87730], [13.47599, -2.75136, 2.04901], [13.42297, -0.59546, 2.85567], [12.92518, 0.68707, 2.70693], [13.25964, 1.65069, 3.64409], [14.08612, 1.32549, 4.71119], [14.58500, 0.03621, 4.84123], [14.25292, -0.93351, 3.90967], [12.28244, 0.94081, 1.87674], [12.87333, 2.65569, 3.54383], [14.34159, 2.07921, 5.44465], [15.23076, -0.21412, 5.67166], [14.63882, -1.93706, 4.01281], [-0.53088, -2.76923, 3.38137], [-0.16078, -3.92726, 3.34761], [0.14231, -4.53152, 2.33314], [-0.06770, -4.64867, 4.62256], [-0.43463, -4.00371, 5.79008], [-0.36575, -4.69403, 6.98890], [0.07029, -6.01213, 7.00842], [0.44390, -6.64217, 5.82895], [0.37518, -5.95914, 4.62587], [-0.77342, -2.97815, 5.77487], [-0.65469, -4.20464, 7.90893], [0.11841, -6.55050, 7.94613], [0.78618, -7.66778, 5.84679], [0.66367, -6.45012, 3.70807]], "gap_ev": 7.59, "total_energy_ha": -4141.27106, "e_homo_ha": -0.3095, "max_force_ha_per_bohr": 0.0384}